1.
21
Properties=species:S:1:pos:R:3:mulliken_charge:R:1 method="wB97M-V/def2-TZVPD" total_charge=-1 largest_force_ha_per_bohr=0.02112 orbital_gap_ev=5.75 spin_multiplicity=1 lumo_energy_ev=3.3
C 0.44819 2.34792 -0.97847 -0.6317
O 0.83187 3.01570 0.11797 -0.7908
C -0.46446 1.13539 -0.63797 -0.5205
C 0.31035 0.13383 0.15089 -0.5911
C 0.07384 -1.17760 0.23663 1.1089
C -1.01105 -1.84610 -0.47289 -0.7452
C -1.87788 -2.66233 0.26245 -0.3907
C 0.97606 -2.07517 1.06804 -1.4793
H -0.12010 2.95448 -1.73507 0.2377
H 1.30142 1.90898 -1.56364 0.2209
H -1.26725 1.55349 -0.02912 0.2313
H -0.91603 0.64219 -1.51683 0.3899
H 2.74778 5.37889 0.52238 0.2297
H 1.12592 0.58244 0.70803 0.2324
H 2.20804 4.89685 0.33185 -0.2573
H -1.97148 -2.61418 1.35472 0.2470
H -0.88531 -3.20382 -0.17086 0.2116
H -2.70238 -3.13682 -0.26478 0.2923
H 1.41453 -2.87423 0.46097 0.3448
H 0.43404 -2.53944 1.91252 0.3054
H 1.77874 -1.51235 1.54597 0.3546



2.
25
Properties=species:S:1:pos:R:3:mulliken_charge:R:1 method="wB97M-V/def2-TZVPD" total_charge=0 largest_force_ha_per_bohr=0.10030 orbital_gap_ev="7.61 / 7.61" spin_multiplicity=1 lumo_energy_ev="-0.8 / -0.8"
C 1.50405 2.15781 0.86964 -0.5042
C 0.05174 2.76306 0.75924 -0.4360
C 1.08917 -0.09764 -0.03872 0.8460
C -0.44409 0.16781 -0.34133 0.2339
C 1.72003 0.17911 -1.40593 -1.6287
C 1.68153 -1.62459 0.44735 -1.5135
C -4.79540 -0.59131 0.43810 -0.9792
O -2.04665 -1.97338 0.63285 -0.6257
O 1.52878 0.73948 1.02606 -0.3751
P -1.72522 -0.51422 0.50794 0.4557
S -0.78398 1.85814 -0.67324 -0.2580
Se -3.46961 0.71219 0.00636 0.0905
H 2.00539 2.41428 -0.08572 0.2577
H 2.01196 2.65548 1.79356 0.3250
H -0.66354 2.41905 1.56440 0.2390
H -0.18839 3.81932 0.49080 0.4090
H 1.41841 -0.68790 -2.01490 0.4358
H 2.76362 0.13453 -1.23305 0.4893
H 1.58702 1.23760 -1.69077 0.3536
H 1.66376 -2.27485 -0.37849 0.4306
H 1.02050 -2.10736 1.20179 0.3111
H 2.64268 -1.51454 0.78915 0.4846
H -4.84256 -0.68968 1.51708 0.3259
H -5.80732 -0.58532 0.09058 0.3507
H -4.31595 -1.47531 0.04240 0.2818



3.
23
Properties=species:S:1:pos:R:3:mulliken_charge:R:1 method="wB97M-V/def2-TZVPD" total_charge=-1 largest_force_ha_per_bohr=0.06119 orbital_gap_ev=5.16 spin_multiplicity=1 lumo_energy_ev=3.2
C -0.56051 1.53958 1.48431 0.0487
C 0.03977 0.33225 1.31922 -0.4932
C -3.13214 -0.15403 -0.74659 0.7323
C -0.85644 2.66737 0.57608 -1.3828
C 0.95752 -0.12970 -1.84286 -1.0709
C -0.22982 -2.23895 -0.10083 -1.2853
C 2.49956 -1.12068 0.82357 -1.1477
O -3.44363 -0.25015 0.34420 -0.3473
O -2.71866 -0.03314 -1.80760 -0.3911
Si 0.72805 -0.61525 0.01198 0.3362
H -0.77031 1.72180 2.59876 0.1172
H -0.70844 2.70763 -0.49702 0.3429
H -0.34140 3.52664 0.80087 0.4970
H -1.89418 3.11865 0.66282 0.3049
H 1.04125 0.97095 -1.86057 0.3096
H 2.06182 -0.41185 -2.28838 0.2309
H 0.12907 -0.39170 -2.53469 0.2736
H 0.44395 -3.05020 -0.23176 0.3752
H -0.69891 -2.32983 0.87210 0.3027
H -1.03382 -2.34223 -0.77110 0.3959
H 3.36976 -1.50711 0.28283 0.3748
H 2.82172 -0.13471 1.28399 0.2388
H 2.29579 -1.87534 1.62067 0.2375



4.
26
Properties=species:S:1:pos:R:3:mulliken_charge:R:1 method="wB97M-V/def2-TZVPD" total_charge=0 largest_force_ha_per_bohr=0.08539 orbital_gap_ev=9.13 spin_multiplicity=1 lumo_energy_ev=0.8
C -2.00396 0.40154 0.02003 -0.2908
C 2.29636 -0.44733 -0.86351 -0.0830
C 2.36524 0.04888 0.63985 0.2704
C 3.47571 0.10645 -1.76938 -1.3034
C 1.79353 -1.09333 1.49728 -1.3291
C -4.89962 0.41343 0.97848 -0.8629
C -2.77500 -0.46559 -0.64198 -0.1527
O -0.69729 0.02927 0.29597 -0.2445
O -0.26172 2.33128 -0.77104 -0.6792
O 1.12353 0.15357 -1.40446 -0.3794
O 1.57682 1.23361 0.69970 -0.4708
P 0.33463 1.08209 -0.32914 1.1167
S -4.47054 -0.45348 -0.64126 -0.0780
H -2.50619 1.09230 0.71791 0.2066
H 2.29274 -1.47560 -1.05278 0.4753
H 3.41562 0.39225 0.89424 0.4405
H 4.35760 -0.12550 -1.05661 0.3249
H 3.32585 1.13331 -2.06527 0.2895
H 3.43882 -0.55637 -2.58393 0.3995
H 1.63462 -0.87281 2.48646 0.3865
H 2.48788 -1.85589 1.39728 0.4316
H 0.87071 -1.36392 0.92472 0.2863
H -5.86542 0.04534 1.17813 0.3262
H -4.86435 1.48948 0.93936 0.3072
H -4.13475 0.08726 1.63106 0.3104
H -2.31081 -1.33025 -1.12111 0.3018



5.
21
Properties=species:S:1:pos:R:3:mulliken_charge:R:1 method="wB97M-V/def2-TZVPD" total_charge=0 largest_force_ha_per_bohr=0.00404 orbital_gap_ev=10.14 spin_multiplicity=1 lumo_energy_ev=1.1
C -2.32095 -0.04783 1.15492 -1.1245
C -1.96307 0.06658 -0.29954 -0.1689
C -1.07754 0.89615 -0.85360 -0.0729
C -0.22262 1.91919 -0.16370 -1.0784
H -1.65642 0.53543 1.79886 0.2628
H -3.34580 0.30220 1.33174 0.3303
H -2.28099 -1.09283 1.48499 0.2848
H -2.49949 -0.61132 -0.96470 0.3826
H -0.94258 0.83739 -1.93381 0.3613
H 0.81590 1.83894 -0.50655 0.2303
H -0.22796 1.81261 0.92512 0.2577
H -0.56363 2.93488 -0.40134 0.3314
C 1.14721 -1.64901 -1.23414 -0.7113
C 2.16436 -1.07373 -0.59955 0.0924
C 2.11511 -0.57931 0.81807 -0.8998
H 1.23728 -2.00389 -2.25755 0.2552
H 0.17953 -1.77301 -0.75343 0.2128
H 3.11585 -0.95785 -1.11994 0.2970
H 1.08569 -0.55937 1.19285 0.1430
H 2.70770 -1.22630 1.47718 0.3437
H 2.53239 0.43107 0.90413 0.2705



6.
21
Properties=species:S:1:pos:R:3:mulliken_charge:R:1 method="wB97M-V/def2-TZVPD" total_charge=0 largest_force_ha_per_bohr=0.01860 orbital_gap_ev=11.47 smiles=CC[C@H]1CC[C@H]1C spin_multiplicity=1 lumo_energy_ev=1.2
C 2.14860 1.38535 -0.10461 -1.1494
C 0.60319 1.24109 0.16855 -0.6718
C 0.11512 0.08669 -0.67114 0.1198
C 0.85792 -1.17908 -0.19553 -0.6867
C -0.44786 -1.67289 0.44892 -0.7859
C -1.23081 -0.63303 -0.38115 0.2002
C -2.40984 0.07054 0.26906 -1.5275
H 2.80861 0.58321 0.28660 0.3408
H 2.42195 1.42627 -1.17439 0.2894
H 2.36461 2.32870 0.36770 0.3850
H 0.40937 1.06982 1.24326 0.2724
H 0.03239 2.16219 -0.05856 0.3523
H 0.25464 0.38405 -1.71779 0.3348
H 1.66745 -0.97875 0.51136 0.2817
H 1.24723 -1.78833 -1.01131 0.2714
H -0.69426 -2.72891 0.32290 0.3301
H -0.48062 -1.42579 1.51741 0.2517
H -1.55848 -1.09376 -1.32173 0.3362
H -2.12025 0.56049 1.20635 0.3020
H -2.85406 0.82725 -0.38836 0.3522
H -3.19181 -0.66114 0.50850 0.4012